# C3H5NO3

A structure of composition C3H5NO3 (ωB97M-V/def2-TZVPD, OMol25).

Each line ends with the Löwdin charge.
Cartesian coordinates (Å):
C1 -0.30481 0.51288 -0.75912  -0.15
C2 -1.06995 1.57664 0.03729  -0.52
C3 1.69328 -1.54947 0.49497  -0.01
O1 0.01384 -0.61225 0.03860  -0.27
O2 -1.42017 1.18424 1.27221  0.11
N1 1.28761 -2.56375 0.04272  0.10
O3 -1.32756 2.66148 -0.40469  0.11
H1 -1.08858 0.27104 1.37981  0.10
H2 0.22176 -1.86292 -0.28792  0.15
H3 0.59472 0.98584 -1.16609  0.13
H4 -0.93397 0.21994 -1.60508  0.14
H5 2.33384 -0.82367 0.95730  0.11

Summary:
Energy above the lowest of the compared OMol25 structures with the same formula, charge and spin in kJ/mol: 391.0
HOMO in eV: -9.989
HOMO-LUMO gap in Eh: 0.3825
LUMO in eV: 0.419

***

# C3H6N2S2

An isolated molecule of C3H6N2S2 (ωB97M-V/def2-TZVPD, OMol25).

Each line ends with the Löwdin charge.
Cartesian coordinates (Å):
C1 -1.28103 0.54006 1.17345  -0.23
C2 1.03238 2.11878 -0.23328  -0.36
C3 -0.04544 -2.45678 -0.26094  -0.34
N1 -1.83961 0.87518 2.12175  0.07
N2 -0.49421 0.08127 -0.39789  -0.89
S1 -0.33533 1.50638 -1.25141  0.79
S2 -1.22620 -1.27724 -1.07194  0.78
H1 2.04614 2.27878 -0.59617  0.05
H2 0.97580 1.28454 0.42501  -0.01
H3 0.78169 2.96481 0.35929  0.03
H4 -0.70529 -3.27534 0.23192  0.07
H5 0.48597 -1.88072 0.52430  0.04
H6 0.60515 -2.75971 -1.02409  -0.01

Summary:
Energy above the lowest of the compared OMol25 structures with the same formula, charge and spin in kJ/mol: 412.7
HOMO in eV: -9.140
HOMO-LUMO gap in Eh: 0.3269
LUMO in eV: -0.244
SMILES: CSN(C#N)SC

***

# C44H50F33NO15

A cluster of 6 separate species, C44H50F33NO15 in total (ωB97M-V/def2-TZVPD, OMol25).

Each line ends with the Löwdin charge.
Cartesian coordinates (Å):
C1 2.48315 0.44179 2.96577  0.01
C2 3.63240 -0.19850 2.24901  -0.39
N1 4.63164 -0.55618 2.87593  0.16
C3 3.72835 -0.41922 0.76453  -0.04
C4 2.43963 -0.33568 -0.05916  -0.28
C5 2.66289 -1.21997 -1.29777  0.02
C6 3.46875 -0.58578 -2.35920  -0.54
O1 4.31155 0.17338 -2.18904  0.22
F1 3.12459 -0.93091 -3.56768  0.17
O2 1.50023 -1.12486 0.65754  0.10
C7 0.27118 -0.58425 0.52799  -0.61
O3 -0.70502 -1.16320 0.68571  0.23
O4 0.41674 0.68521 0.18933  0.16
C8 1.73020 1.00219 -0.23626  -0.36
C9 1.58812 1.65827 -1.61172  -0.03
C10 0.69354 0.98411 -2.64417  -0.02
C11 -0.67687 1.57043 -2.76687  -0.51
F2 -1.46222 1.16726 -1.81219  0.19
F3 -1.21307 1.06018 -3.86349  0.14
C12 -0.68986 3.10473 -2.93070  -0.44
F4 -1.49123 3.41388 -3.90786  0.20
F5 0.46820 3.53611 -3.29951  0.21
C13 -1.14017 3.92498 -1.70412  -0.43
F6 -0.58915 5.09473 -1.84442  0.20
F7 -0.64234 3.44177 -0.61489  0.20
C14 -2.64923 4.21433 -1.56360  -0.42
F8 -3.43439 3.25933 -1.97736  0.21
F9 -2.88555 5.23356 -2.32582  0.21
C15 -3.08004 4.61979 -0.13562  -0.44
F10 -2.15822 5.32609 0.41431  0.23
F11 -4.09917 5.40863 -0.25359  0.21
C16 -3.47844 3.47311 0.83056  -0.42
F12 -3.04670 3.79227 2.01163  0.21
F13 -2.93789 2.32430 0.54214  0.21
C17 -4.99488 3.30605 0.97162  -0.44
F14 -5.46865 4.28820 1.66680  0.21
F15 -5.60764 3.31625 -0.17503  0.21
C18 -5.47163 2.01389 1.68385  -0.72
F16 -5.57845 1.03873 0.87268  0.23
F17 -6.62572 2.25996 2.16930  0.25
F18 -4.70663 1.66252 2.65286  0.23
O5 2.06218 2.02501 0.64124  -0.03
C19 3.35431 2.59722 0.45220  -0.16
C20 3.32025 4.08506 0.19079  -0.30
C21 2.17156 4.73683 0.94741  -0.02
C22 4.67980 4.65707 0.56965  -0.39
C23 4.80890 6.08592 0.10321  -0.06
C24 4.90980 4.69017 2.06810  -0.05
H1 2.59348 0.28984 4.01724  0.08
H2 1.52226 0.06220 2.70466  0.08
H3 2.53732 1.49776 2.82863  0.07
H4 4.51630 -0.37735 3.86500  0.06
H5 4.25600 -1.32864 0.63330  0.11
H6 4.39120 0.33065 0.39140  0.11
H7 1.70574 -1.54198 -1.64285  0.13
H8 3.15922 -2.12492 -1.03486  0.15
H9 2.57039 1.70453 -2.02583  0.12
H10 1.32605 2.66752 -1.43604  0.11
H11 0.57633 -0.06755 -2.52787  0.13
H12 1.15066 1.10062 -3.60348  0.14
H13 3.94902 2.12409 -0.30704  0.12
H14 3.89251 2.44817 1.36976  0.11
H15 3.24352 4.22395 -0.87466  0.13
H16 1.27972 4.49603 0.41822  0.07
H17 2.30040 5.78747 1.06720  0.08
H18 2.14987 4.30820 1.90017  0.06
H19 5.47939 4.08465 0.14091  0.14
H20 4.16101 6.72356 0.66385  0.07
H21 5.79756 6.43698 0.30566  0.08
H22 4.61517 6.16253 -0.94756  0.08
H23 5.86594 5.15066 2.22642  0.08
H24 4.18533 5.28224 2.57617  0.06
H25 4.99325 3.71065 2.48829  0.07
C25 -4.94377 -1.72640 2.37450  -0.04
C26 -6.05538 -2.59422 1.82431  -0.18
O6 -5.80852 -4.00099 2.02208  0.04
C27 -6.09177 -4.48062 3.21742  -0.41
O7 -6.50881 -3.87103 4.15255  0.18
C28 -5.84450 -5.99691 3.22138  -0.54
F19 -4.68875 -6.31186 2.62053  0.15
F20 -6.82053 -6.63499 2.55641  0.16
F21 -5.81357 -6.48794 4.45243  0.18
H26 -3.97886 -2.01163 1.95766  0.09
H27 -5.13841 -0.68827 2.13516  0.05
H28 -4.86861 -1.82614 3.45742  0.09
H29 -6.13570 -2.46130 0.74834  0.13
H30 -7.01601 -2.32359 2.25860  0.13
C29 -4.96924 -8.62587 0.00222  -0.05
C30 -4.00580 -7.46464 -0.10412  -0.19
O8 -2.79787 -7.85929 -0.78313  0.04
C31 -2.85636 -7.87575 -2.09877  -0.41
O9 -3.79857 -7.59845 -2.77486  0.17
C32 -1.48541 -8.27441 -2.66235  -0.55
F22 -0.97666 -9.31840 -2.00137  0.17
F23 -0.61580 -7.25263 -2.55135  0.16
F24 -1.56887 -8.60208 -3.94550  0.18
H31 -4.48633 -9.47753 0.48158  0.09
H32 -5.84384 -8.34075 0.58425  0.07
H33 -5.30023 -8.95345 -0.98253  0.08
H34 -3.70552 -7.14257 0.88156  0.10
H35 -4.45991 -6.61028 -0.60253  0.13
C33 6.86734 -6.11919 -1.05291  -0.06
C34 8.11062 -5.27494 -1.18871  -0.20
O10 7.91647 -3.96882 -0.61555  0.03
C35 8.05830 -3.88219 0.69565  -0.41
O11 8.32373 -4.77431 1.43961  0.18
C36 7.88106 -2.41945 1.13337  -0.54
F25 6.81872 -1.84162 0.54794  0.15
F26 8.96546 -1.70119 0.79986  0.16
F27 7.72245 -2.32058 2.44353  0.18
H36 6.01176 -5.60297 -1.48460  0.08
H37 6.99746 -7.07356 -1.56028  0.08
H38 6.63608 -6.31291 -0.00653  0.08
H39 8.33738 -5.10941 -2.23887  0.12
H40 8.97634 -5.75904 -0.74123  0.13
C37 -1.92561 4.07268 6.64738  -0.06
C38 -1.48900 5.52124 6.63606  -0.19
O12 -0.10242 5.64487 6.26125  0.04
C39 0.15342 5.60449 4.96819  -0.40
O13 -0.64231 5.47371 4.09011  0.18
C40 1.66101 5.79759 4.73425  -0.53
F28 2.39619 5.05715 5.57015  0.17
F29 2.01361 7.07615 4.91851  0.17
F30 1.99641 5.45628 3.48882  0.13
H41 -1.27260 3.48377 7.29127  0.08
H42 -2.94890 3.98730 7.00883  0.08
H43 -1.87420 3.63947 5.64937  0.08
H44 -1.56661 5.94376 7.63432  0.13
H45 -2.11282 6.12304 5.97843  0.13
C41 -4.31131 -0.06223 -5.77473  -0.05
C42 -3.06258 0.06597 -6.61896  -0.19
O14 -2.52257 -1.22947 -6.94618  0.04
C43 -3.08787 -1.85638 -7.96116  -0.41
O15 -3.99538 -1.45778 -8.62359  0.17
C44 -2.36547 -3.19274 -8.20754  -0.55
F31 -2.14501 -3.84868 -7.06237  0.17
F32 -1.17808 -2.97821 -8.79353  0.16
F33 -3.08011 -3.98163 -9.00112  0.18
H46 -4.10916 -0.66123 -4.88668  0.08
H47 -4.66390 0.92069 -5.46609  0.08
H48 -5.10858 -0.55883 -6.32611  0.08
H49 -2.29059 0.58445 -6.05814  0.11
H50 -3.24759 0.64017 -7.52460  0.13

Summary:
HOMO in eV: -9.976
HOMO-LUMO gap in Eh: 0.3724
LUMO in eV: 0.156
SMILES: [H]/N=C(\C)C[C@@]1(CC(=O)F)OC(=O)O[C@@]1(CCC(F)(F)C(F)(F)C(F)(F)C(F)(F)C(F)(F)C(F)(F)C(F)(F)C(F)(F)F)OC[C@@H](C)C(C)C.CCOC(=O)C(F)(F)F.CCOC(=O)C(F)(F)F.CCOC(=O)C(F)(F)F.CCOC(=O)C(F)(F)F.CCOC(=O)C(F)(F)F

***

# C17H29HgN3O4PS

A structure of composition C17H29HgN3O4PS (ωB97M-V/def2-TZVPD, OMol25).

Each line ends with the Löwdin charge.
Cartesian coordinates (Å):
Hg1 0.33374 -1.38504 0.65649  0.54
C1 -3.04717 -1.48805 -1.82676  -0.08
C2 -1.73980 -2.12910 -2.19206  -0.32
C3 -0.78365 -1.41863 -2.91481  -0.10
C4 0.46017 -1.96603 -3.18927  -0.12
C5 0.77128 -3.24533 -2.74790  -0.12
C6 -0.17624 -3.96752 -2.03830  -0.12
C7 -1.41878 -3.41286 -1.76293  -0.09
H1 -3.52165 -1.03536 -2.70258  0.07
H2 -2.87547 -0.71058 -1.08001  0.02
H3 -3.73468 -2.20151 -1.37595  0.07
H4 -1.00838 -0.40555 -3.23161  0.09
H5 1.20386 -1.37960 -3.71674  0.09
H6 1.75424 -3.66327 -2.92276  0.09
H7 0.06975 -4.95292 -1.66255  0.10
H8 -2.13710 -3.95510 -1.15961  0.11
N1 2.10378 0.96070 2.63296  -0.03
C8 3.24885 0.65596 3.47429  -0.24
C9 3.61256 -0.81421 3.71030  -0.53
O1 4.55369 -1.05902 4.47106  -0.02
N2 2.81768 -1.71382 3.06065  0.04
C10 3.21232 -3.00968 3.12313  -0.15
C11 3.72876 -3.69785 1.50643  -0.64
O2 4.65453 -4.45735 1.73011  0.01
O3 3.04332 -3.31969 0.58815  -0.04
H9 2.25377 0.53330 1.72279  -0.01
H10 1.30336 0.43988 2.98114  0.02
H11 3.11621 1.10949 4.46096  0.10
H12 4.14230 1.12683 3.05267  0.10
H13 2.38287 -3.71511 3.22768  0.10
H14 4.06842 -3.24074 3.75453  0.08
O4 -5.22391 -0.55681 2.14485  -0.72
S1 -3.74754 -0.60891 1.91744  0.39
N3 -3.02546 -1.81849 1.52501  -0.54
C12 -1.31365 3.99094 1.53149  -0.17
C13 -1.34399 2.47960 1.33167  -0.44
P1 -1.18624 1.83536 -0.38805  0.91
C14 0.46779 2.54561 -0.85893  -0.44
C15 1.19874 1.68324 -1.88622  -0.19
C16 -2.31103 2.98513 -1.31146  -0.45
C17 -2.35750 2.65144 -2.80037  -0.18
H15 -1.24606 4.24227 2.59273  0.06
H16 -2.21581 4.46605 1.14041  0.05
H17 -0.45416 4.44749 1.03432  0.06
H18 -2.25623 2.04077 1.74309  0.03
H19 -0.51840 2.01262 1.87723  0.05
H20 1.05676 2.60077 0.06154  0.06
H21 0.35362 3.57008 -1.23211  0.07
H22 1.33797 0.66940 -1.50740  0.01
H23 2.18027 2.09775 -2.13212  0.06
H24 0.62887 1.60046 -2.81565  0.04
H25 -2.01347 4.02972 -1.16992  0.06
H26 -3.30565 2.86650 -0.87070  0.08
H27 -1.40474 2.87995 -3.28441  0.05
H28 -3.13558 3.21802 -3.31840  0.06
H29 -2.55713 1.58880 -2.95350  0.04

Summary:
Energy above the lowest of the compared OMol25 structures with the same formula, charge and spin in kJ/mol: 81.6
HOMO (spin up / spin down) in eV: -1.885 / -1.890
HOMO-LUMO gap (spin up / spin down) in Eh: 0.2388 / 0.2244
LUMO (spin up / spin down) in eV: 4.613 / 4.216
Net charge: -2
Multiplicity: 2

***

Number 1: largest force on an atom 1.7 eV/Å. Number 2: largest force on an atom 4.0 eV/Å. Number 3: largest force on an atom 4.5 eV/Å. Number 4: largest force on an atom 0.4 eV/Å.